Record 1
Density functional theory data (ωB97M-V/def2-TZVPD) for a structure of composition C8H9IrN3O2S2Se3Te.

```
29
Properties=species:S:1:pos:R:3:lowdin_charge:R:1
Ir 0.22210 -0.19278 0.36030 0.3015
Se -0.03780 0.04158 2.82270 0.1471
Se 1.99215 0.04113 3.87403 -0.1020
Te 3.79064 -0.05255 2.19716 0.4204
Se 2.57156 -0.12456 0.01165 -0.1390
N -0.04322 0.05479 -2.07514 -0.0210
N -0.01356 1.36680 -2.53134 -0.0582
C -0.02678 2.42064 -1.69179 -0.8235
N -0.07237 3.63052 -2.27484 0.0965
S -0.00395 2.30674 -0.02657 0.6721
H 0.76440 -0.46343 -2.40248 0.0822
H -0.89742 -0.41832 -2.35359 0.1198
H 0.00013 1.53224 -3.52550 0.1551
H -0.02548 3.75740 -3.27050 0.1103
H -0.03841 4.43914 -1.68064 0.0990
O -3.77346 -0.30307 -0.43038 0.0598
C -2.77942 -0.83945 0.02358 -0.6106
O -1.80151 -0.17678 0.56887 -0.3731
C -2.68772 -2.34662 0.03893 -0.1510
C -3.90522 -3.02935 -0.01713 -0.0299
C -3.96343 -4.40857 -0.03462 -0.0878
C -2.78233 -5.13832 0.03290 -0.0917
C -1.56972 -4.48274 0.10482 -0.1452
C -1.49875 -3.08249 0.10115 -0.5690
S 0.16269 -2.48076 0.09352 0.5329
H -4.80943 -2.43855 -0.06958 0.1154
H -4.91760 -4.91403 -0.10878 0.0987
H -2.80705 -6.22118 0.01879 0.1013
H -0.64516 -5.04382 0.16668 0.0899
```

Results
Kohn-Sham gap (spin up / spin down) in eV: 6.18 / 4.77
Energy in eV: -244850.5121
HOMO energy (spin up / spin down) in eV: -7.21 / -7.08
LUMO energy (spin up / spin down) in eV: -1.03 / -2.31
2S+1: 2
<S²>: 0.757

---

Record 2
Density functional theory data (ωB97M-V/def2-TZVPD) for an isolated molecule of C3H2N2O2.

```
9
Properties=species:S:1:pos:R:3:lowdin_charge:R:1
C -0.61706 0.12842 -0.74163 -0.0784
C -0.64588 0.38798 0.70240 -0.3990
C 0.55842 -0.07238 1.50287 -0.0979
H 1.18208 -0.94442 -2.83950 0.0967
H -1.59297 0.32808 -1.26740 0.1600
N 0.47909 -0.27596 -1.24987 0.0131
N 1.59168 -0.29127 2.03429 0.1620
O 0.36839 -0.57828 -2.54151 0.0136
O -1.60056 0.81864 1.27077 0.1299
```

Results
Kohn-Sham gap in eV: 10.26
Energy in eV: -10215.5170
HOMO energy in eV: -11.23
LUMO energy in eV: -0.97
Structure (SMILES): N#CC(=O)/C=N/O

---

Record 3
Density functional theory data (ωB97M-V/def2-TZVPD) for a structure of composition H22O11.

```
33
Properties=species:S:1:pos:R:3:lowdin_charge:R:1
O -22.44001 -18.29576 16.15164 -0.0555
H -22.92661 -19.08232 15.90511 0.0194
H -21.57143 -18.61694 16.39378 -0.0020
O -19.21760 -18.08305 16.35353 -0.0618
H -18.54095 -18.29323 15.70994 0.0476
H -20.00207 -18.52626 16.03043 -0.0832
O -20.30232 -19.87355 12.01849 -0.0564
H -19.65763 -20.27073 12.60402 -0.1924
H -20.16445 -18.93112 12.11364 -0.2842
O -19.72577 -17.99911 12.33660 0.1453
H -19.03783 -17.81082 11.69823 0.1462
H -20.04251 -17.13792 12.60912 0.1282
O -21.44695 -16.50944 14.99465 -0.0487
H -20.88925 -17.16039 15.42063 -0.0027
H -21.32107 -16.66161 14.05805 0.0111
O -21.59031 -21.12011 14.09961 0.1202
H -20.63917 -21.08830 14.20236 -0.0379
H -21.74423 -20.83242 13.19973 0.1187
O -22.85732 -20.81737 15.50329 -0.0727
H -22.57854 -21.11373 16.36971 0.0406
H -22.08546 -20.93503 14.94955 -0.3332
O -20.84766 -19.95881 16.16406 -0.0514
H -21.36719 -19.96466 16.96798 0.1367
H -20.55511 -20.86434 16.06081 0.1476
O -22.88686 -18.89017 13.66056 -0.0257
H -22.25990 -18.44077 14.22729 -0.0084
H -23.70412 -18.88959 14.15887 0.0590
O -20.26661 -18.71655 14.73979 -0.1713
H -20.84106 -19.40360 15.07770 -0.0918
H -20.18655 -18.90866 13.80549 0.0537
O -19.53403 -20.74177 13.63630 0.0690
H -19.31526 -21.62500 13.33917 0.1688
H -18.68981 -20.29604 13.70604 0.1669
```

Results
Kohn-Sham gap in eV: 8.66
Energy in eV: -22862.5825
HOMO energy in eV: -9.44
LUMO energy in eV: -0.78